Entry 1:
82
Properties=species:S:1:pos:R:3 method="wB97M-V/def2-TZVPD" lumo_ev=-8.71 gap_ev=1.15 spin_multiplicity=1 homo_energy_ev=-9.86 total_charge=+2
C 0.84450 -4.98824 2.07531
C -0.19839 -4.35441 3.01661
N -1.42569 -3.96181 2.32711
C -1.22565 -2.75478 1.58535
C -0.98077 -1.43093 2.17492
C -0.89886 -1.10658 3.66303
C 0.55557 -1.01172 4.16932
F -1.67246 -2.00071 4.50423
C -0.75126 -0.37411 1.34185
C -0.45097 1.01513 1.88075
C -1.61449 1.94713 1.68781
N -2.78911 1.54823 1.94906
C -0.76111 -0.50521 -0.07345
N -0.50477 0.60619 -0.81372
C -0.56457 0.40666 -2.10318
C -0.31157 1.60422 -2.99847
C 0.81276 1.39821 -3.98260
C 0.56676 0.89351 -5.25734
C 1.61003 0.73563 -6.15630
C 2.92157 1.05310 -5.84207
C 3.16768 1.54967 -4.56780
C 2.12769 1.72899 -3.67702
C -0.86612 -0.84349 -2.68579
N -1.07654 -1.91665 -1.97774
C -1.02350 -1.75352 -0.62956
C -1.24704 -2.88310 0.21525
C -1.48935 -4.20942 -0.40681
C -2.49007 -5.07151 0.02949
C -2.61843 -6.28860 -0.60228
N -1.90380 -6.76285 -1.63275
C -0.93150 -5.92626 -2.04584
C -0.72233 -4.70333 -1.45294
H 0.83202 -4.48856 1.11188
H 0.63811 -6.05243 1.99528
H 1.81966 -4.88706 2.54829
H 0.31097 -3.51064 3.49832
H -0.42165 -5.08345 3.79345
H -2.26880 -3.93436 2.95093
H -1.33619 -0.12411 3.80106
H 0.72216 -0.08110 4.70230
H 1.19858 -1.07983 3.29964
H 0.72947 -1.86119 4.82578
H 0.35768 1.39100 1.25748
H -0.06259 1.00940 2.88873
H -1.43359 2.95333 1.31038
H -3.42934 2.31331 1.73962
H -0.01725 2.42258 -2.34197
H -1.22258 1.93876 -3.49449
H -0.43255 0.62246 -5.57191
H 1.39421 0.35213 -7.14782
H 3.72471 0.92326 -6.55083
H 4.19048 1.78238 -4.30965
H 2.32792 2.14184 -2.69581
H -0.89025 -0.93691 -3.76344
H -3.13704 -4.80023 0.84273
H -3.39536 -6.94943 -0.22009
H -0.27452 -6.22602 -2.84276
H 0.09369 -4.10130 -1.82196
C 0.11261 5.05382 3.99390
C 1.04119 3.70945 4.12151
O 1.23740 3.10393 3.08986
O 1.34795 3.59778 5.29070
H -0.18834 5.19556 2.91960
H -0.77460 4.95712 4.61719
H 0.69246 5.91451 4.32684
N 1.10088 4.06243 -7.24990
H 1.36080 3.11429 -6.89324
H 0.36373 3.97926 -8.04562
H 0.68975 4.61301 -6.47996
H 1.94614 4.54318 -7.60495
Be -2.90332 -1.76036 5.59238
Br -0.90909 -8.76220 -2.69275
Cl -3.63035 -2.62209 3.41291
C 3.66760 7.53360 5.49079
Cl 2.01656 7.97820 5.02957
Cl 3.69275 6.12540 6.55487
H 4.22529 7.30079 4.59211
H 4.11753 8.37225 6.00765
Li -3.45254 -8.02664 -2.66047
O 0.19953 6.85060 1.71272
H -0.37927 6.77154 0.93461
Ca 0.31917 3.02127 -9.57991

***

Entry 2:
8
Properties=species:S:1:pos:R:3 method="wB97M-V/def2-TZVPD" lumo_ev=-6.99 e_above_lowest_kcal_mol=95.3 gap_ev=9.11 spin_multiplicity=1 homo_energy_ev=-16.10 total_charge=+1
C -1.99997 0.03500 0.00516
N 1.48036 -0.47485 -0.06386
N 0.10946 1.09238 -0.00282
N 2.59160 -0.41291 -0.00508
O 3.72043 -0.40512 0.05214
O -0.93632 0.64328 0.00076
H -2.02281 -1.05296 -0.02418
H -2.94275 0.57517 0.03788

***

Entry 3:
34
Properties=species:S:1:pos:R:3 method="wB97M-V/def2-TZVPD" lumo_ev=-6.50 e_above_lowest_kcal_mol=33.0 gap_ev=6.18 spin_multiplicity=1 homo_energy_ev=-12.68 total_charge=+1
F -3.50472 -4.03193 -0.88019
C -3.05261 -2.83773 -0.36450
C -3.71854 -2.31086 0.73850
C -3.24988 -1.09169 1.25317
C -2.16222 -0.45480 0.67977
C -1.45993 -1.00072 -0.44282
C -0.33317 -0.26510 -0.90533
C 0.55692 -0.52581 -1.98684
C 1.60145 0.43387 -2.19130
C 2.55865 0.27872 -3.17900
C 2.52071 -0.84069 -4.02770
C 1.50159 -1.78936 -3.87138
C 0.53187 -1.63975 -2.88204
C -1.95996 -2.23233 -0.97116
H -4.56826 -2.82610 1.17695
H -3.74812 -0.64423 2.11354
H -1.80356 0.49438 1.08171
H -0.13575 0.65700 -0.35503
H 1.61994 1.29970 -1.52692
H 3.34229 1.02929 -3.29372
H 3.27703 -0.96493 -4.80126
H 1.46268 -2.66024 -4.53115
H -0.24230 -2.39268 -2.80384
H -1.50930 -2.71461 -1.82673
F 1.41281 2.73528 5.61795
C 1.66142 3.06365 4.31548
F 1.61855 4.42677 4.20105
F 2.94974 2.66163 4.02109
C 0.69706 2.41587 3.34769
N 1.05865 2.76786 1.97155
H 0.75383 1.33919 3.55666
H -0.28499 2.82978 3.59195
H 2.05548 2.59759 1.86623
H 0.55262 2.19297 1.30761

***

Entry 4:
114
Properties=species:S:1:pos:R:3 method="wB97M-V/def2-TZVPD" lumo_ev=-1.73 smiles="C[C@@H](Br)CN(CCF)[C@](N)(CCCO)[C@@H](Cl)OCCN.COP(=O)(OC)OC.COP(=O)(OC)OC.COP(=O)(OC)OC.COP(=O)(OC)OC" gap_ev=6.66 spin_multiplicity=1 homo_energy_ev=-8.39 total_charge=0
C -1.99861 5.49751 1.81522
C -1.05192 4.36451 1.37319
Br 0.58843 4.57471 2.39297
C -1.78779 3.03651 1.60834
N -1.22313 1.80620 1.10566
C -0.16523 1.22138 1.91520
C -0.65520 -0.08063 2.58270
F -0.23356 -1.21971 1.91480
C -1.05838 1.66070 -0.33858
N -1.03972 0.21157 -0.59665
C 0.24856 2.35273 -0.86877
C 1.07450 1.61049 -1.91681
C 2.16779 0.67451 -1.35984
O 2.69248 1.05284 -0.10576
C -2.32881 2.14148 -1.12072
Cl -1.97808 2.27483 -2.89052
O -3.34613 1.21008 -1.04484
C -4.32536 1.47294 -0.04978
C -5.36066 0.36565 -0.15005
N -4.75108 -0.94416 0.10329
H -2.85004 5.58649 1.14445
H -2.35934 5.23694 2.81131
H -1.43328 6.42041 1.88769
H -0.89000 4.53063 0.31147
H -2.80920 3.20655 1.26808
H -1.87934 2.92787 2.69270
H 0.15629 1.85456 2.73513
H 0.69985 0.91214 1.32782
H -1.74254 -0.02030 2.62017
H -0.29540 -0.16681 3.61085
H -0.14474 -0.18679 -0.34232
H -1.14315 0.03891 -1.58867
H -0.06571 3.29014 -1.33467
H 0.89252 2.65615 -0.04662
H 0.48459 1.04420 -2.63192
H 1.58217 2.36704 -2.51948
H 2.98388 0.68131 -2.08608
H 1.77910 -0.34470 -1.34376
H 3.50467 1.54630 -0.22492
H -2.64453 3.14156 -0.82846
H -3.84025 1.34231 0.92442
H -4.75427 2.47940 -0.09145
H -5.76838 0.30552 -1.15692
H -6.13710 0.51349 0.59799
H -4.20028 -0.90660 0.95358
H -4.08511 -1.15047 -0.62949
C 8.55735 3.26521 -2.49632
O 8.22891 2.04848 -3.18862
P 6.75089 1.99067 -3.93926
O 5.94330 1.92819 -2.67822
O 7.01478 0.50447 -4.53852
C 8.24622 -0.20249 -4.37835
O 5.44148 2.17300 -4.93248
C 5.65066 2.33591 -6.35100
H 9.58021 3.17242 -2.14022
H 8.49404 4.12530 -3.16170
H 7.88943 3.40295 -1.64744
H 8.38607 -0.48529 -3.33652
H 9.08707 0.39042 -4.72921
H 8.19795 -1.11116 -4.97607
H 6.00601 1.40349 -6.79129
H 6.36195 3.13572 -6.55751
H 4.69458 2.59784 -6.79659
C -12.61166 -1.46187 -2.00546
O -11.32207 -1.89527 -2.47621
P -10.03380 -1.02970 -1.96111
O -10.17616 0.28748 -2.60789
O -8.94656 -1.97825 -2.69459
C -9.25678 -3.04563 -3.58631
O -9.02414 -0.73333 -0.72093
C -8.74801 -1.85330 0.15841
H -13.34762 -2.17998 -2.35803
H -12.64259 -1.43296 -0.91666
H -12.84529 -0.47724 -2.40834
H -9.66020 -2.65847 -4.52176
H -9.95298 -3.75031 -3.13785
H -8.32524 -3.56763 -3.79770
H -8.14515 -2.59944 -0.35753
H -9.68348 -2.29734 0.50137
H -8.19328 -1.48778 1.01756
C 7.30047 -5.96678 -4.47275
O 6.71924 -5.72600 -3.17822
P 7.21731 -4.37797 -2.39806
O 8.63138 -4.63177 -2.06439
O 6.22290 -4.58891 -1.13990
C 5.40746 -5.73758 -0.92031
O 7.09390 -2.75859 -2.29880
C 5.80188 -2.20221 -2.65283
H 6.80992 -6.83999 -4.89511
H 7.14154 -5.11851 -5.13817
H 8.36707 -6.16416 -4.37303
H 6.02277 -6.60263 -0.67412
H 4.78120 -5.95258 -1.78269
H 4.76250 -5.51532 -0.07220
H 5.05882 -2.45478 -1.89672
H 5.48460 -2.57868 -3.62641
H 5.89107 -1.11957 -2.70858
C -0.05870 -1.98374 6.45226
O -0.18863 -0.60283 6.84315
P -0.82007 -0.31546 8.32153
O -2.22293 -0.75436 8.22661
O -0.62237 1.28894 8.22027
C -0.19006 1.99074 7.05640
O -0.54453 -0.30103 9.92571
C 0.77789 0.02029 10.39946
H 0.45214 -2.00757 5.49277
H 0.53156 -2.54105 7.17879
H -1.04136 -2.44091 6.34515
H -0.95875 1.96138 6.28387
H 0.74538 1.59031 6.67340
H -0.02864 3.02703 7.34772
H 0.99544 1.07463 10.22732
H 1.53379 -0.59665 9.91275
H 0.80142 -0.17822 11.46754

***

Entry 5:
41
Properties=species:S:1:pos:R:3 method="wB97M-V/def2-TZVPD" lumo_ev="1.24 / 1.24" e_above_lowest_kcal_mol=19.3 gap_ev="6.24 / 6.24" spin_multiplicity=1 homo_energy_ev="-5.00 / -5.00" total_charge=-1
Rh -1.27343 -2.51466 -0.36570
S -3.09771 -6.98564 -0.99152
As -2.61408 -5.35994 0.16412
S -3.31627 -3.34537 -0.68009
S -0.52571 -4.67370 -0.13269
S -3.07971 -5.15090 2.19637
N -1.48277 -1.85538 1.55946
C -2.64914 -0.94629 1.55125
C -2.35855 0.14519 0.55445
N -2.03328 -0.48465 -0.73668
H -1.65526 -2.67934 2.14421
H -0.65989 -1.35633 1.89048
H -2.85835 -0.51606 2.53375
H -3.50440 -1.54436 1.24582
H -1.47884 0.72372 0.84435
H -3.20144 0.83497 0.49027
H -1.35301 0.10642 -1.22229
H -2.85436 -0.57112 -1.32575
Br 5.34129 -1.15323 -1.01910
C 3.49341 -1.45323 -0.80438
C 2.62251 -1.16486 -1.83171
C 1.27531 -1.39898 -1.62099
N 0.79209 -1.89108 -0.48147
C 1.65454 -2.16788 0.50258
C 3.01218 -1.96064 0.39145
H 2.96176 -0.75328 -2.76979
H 0.55457 -1.17671 -2.39615
H 1.23143 -2.59286 1.40368
H 3.67175 -2.19637 1.21303
F 1.51456 7.23949 0.02111
C 1.32102 5.91583 -0.08214
C 1.00912 5.16013 1.03207
F 0.89844 5.76047 2.22713
C 0.81064 3.79760 0.91148
F 0.50349 3.13167 2.03650
C 0.91214 3.11229 -0.30185
S 0.68037 1.39308 -0.42999
C 1.22718 3.91677 -1.39984
F 1.35033 3.37296 -2.61948
C 1.42862 5.28120 -1.30517
F 1.72944 6.00108 -2.39679

***

Entry 6:
12
Properties=species:S:1:pos:R:3 method="wB97M-V/def2-TZVPD" lumo_ev=-1.24 e_above_lowest_kcal_mol=105.7 gap_ev=8.88 spin_multiplicity=1 homo_energy_ev=-10.13 total_charge=0
N 2.22619 1.00745 0.06078
H 2.03499 1.26229 -0.88687
H 1.40352 0.69955 0.56079
H 4.85188 -1.77888 -2.04644
H 2.87517 0.23312 0.03733
N -1.83448 0.32009 -0.72243
C -1.33665 -0.62510 0.12733
O -0.74732 -0.49224 1.20382
H -1.28864 1.20010 -0.61910
H 4.19066 -1.45419 -2.01456
H -0.58712 -0.50601 -0.83139
H -1.85592 -1.56153 -0.17225